No. 1
51
Properties=species:S:1:pos:R:3:forces:R:3 method="wB97M-V/def2-TZVPD" e_lumo_ha=0.02321 e_above_lowest_kcal_mol=40.3 homo_ev=-8.93 smiles="CCO[C@@H]1OC(C(=O)NCc2ccccc2)=C[C@H](C)[C@H]1CCCO" e_tot_ha=-1095.91244
C 0.271466 2.917338 -0.235940 -0.0748 -0.4503 0.0732
C -0.445870 1.586649 -0.029803 -0.1376 0.2867 -0.1203
O 0.401871 0.595573 0.533778 0.1850 -0.1412 0.1130
C 1.137615 -0.160405 -0.391185 0.2094 0.4798 0.2372
O 0.257480 -0.995382 -1.126135 -0.1215 -0.4815 -0.1607
C -0.093402 -2.166111 -0.481149 0.6002 -0.2281 0.3674
C -1.541967 -2.508510 -0.460970 -0.0439 0.0254 -0.1293
O -1.981796 -3.468098 0.144951 0.0125 -0.1266 0.1444
N -2.302065 -1.649630 -1.173702 0.0415 0.2831 -0.2920
C -3.742342 -1.603256 -1.078531 -0.0820 -0.1980 0.0428
C -4.177524 -0.361199 -0.342968 -0.0480 0.0226 -0.0786
C -3.688308 -0.120279 0.936070 -0.0518 0.0030 -0.0017
C -4.035569 1.034101 1.612929 0.0421 -0.0578 0.0739
C -4.877531 1.960543 1.019229 -0.0710 0.1112 -0.0120
C -5.371057 1.725554 -0.252061 -0.0611 0.1356 0.0254
C -5.018665 0.571712 -0.931804 0.0363 -0.1339 0.0131
C 0.848729 -2.897775 0.109503 -0.2629 0.3102 -0.3548
C 2.262874 -2.405442 0.077356 -0.1072 0.2158 0.0956
C 3.136101 -3.200440 1.042465 -0.0143 0.1452 -0.2432
C 2.240311 -0.895545 0.400905 0.0545 -0.1792 -0.2561
C 3.586571 -0.214692 0.139963 -0.2061 0.0677 0.2071
C 3.628330 1.208914 0.711825 0.2280 0.1183 -0.5132
C 4.364977 2.174091 -0.211011 0.2078 0.0323 0.5628
O 3.610105 2.325105 -1.398910 -0.1981 -0.0054 -0.3117
H -0.410358 3.630194 -0.691864 -0.0666 0.1233 -0.0522
H 1.137205 2.791633 -0.882561 0.0784 0.0637 -0.0633
H 0.606075 3.311421 0.720488 0.0504 0.0804 0.0867
H -1.271583 1.702769 0.677971 0.0328 -0.0377 -0.1772
H -0.854614 1.227433 -0.981722 -0.0569 0.0209 0.1089
H 1.578538 0.488977 -1.161359 -0.0820 -0.0662 0.1193
H -1.829634 -0.859080 -1.587338 0.0129 -0.0779 0.0993
H -4.181334 -1.631411 -2.081164 -0.0265 -0.0341 0.1435
H -4.040854 -2.503312 -0.531474 -0.0230 0.1032 -0.1579
H -3.032424 -0.844949 1.396422 0.0997 -0.0789 0.0641
H -3.650739 1.211386 2.606599 0.0320 0.0097 0.0867
H -5.149225 2.862596 1.547498 -0.0227 0.0713 0.0393
H -6.028960 2.444236 -0.718546 -0.0472 0.0620 -0.0348
H -5.403254 0.393761 -1.926296 -0.0203 -0.0277 -0.1074
H 0.589336 -3.807660 0.621705 -0.1728 -0.1475 0.0687
H 2.649514 -2.524756 -0.944053 -0.0016 -0.0034 0.0015
H 2.811525 -3.035978 2.067311 -0.0334 -0.0074 0.1468
H 4.182264 -2.919156 0.959850 0.1047 -0.0152 0.0430
H 3.054050 -4.261777 0.820497 0.0306 -0.1222 0.0311
H 1.978451 -0.785839 1.458565 -0.0135 -0.0567 -0.0231
H 4.391463 -0.805069 0.576948 0.0516 -0.0307 -0.0565
H 3.748629 -0.174298 -0.938777 0.0452 -0.0644 -0.0591
H 4.116320 1.213700 1.686900 -0.0456 0.0295 0.0621
H 2.612534 1.578101 0.842921 -0.0142 0.1103 0.1027
H 4.480275 3.147002 0.287712 0.0377 -0.1193 -0.0431
H 5.366010 1.783530 -0.443577 -0.0524 0.0416 0.0560
H 4.080432 2.913751 -1.997453 -0.0343 -0.0617 0.0324



No. 2
58
Properties=species:S:1:pos:R:3:forces:R:3 method="wB97M-V/def2-TZVPD" e_lumo_ha=-0.18534 total_charge=+1 homo_ev=-11.38 smiles="CCOB(O)c1c(CCCCN)c(CC=O)c2cc[n+](COO)c(B(C)O)c2c1Br" e_tot_ha=-3924.63386
C 1.068448 -3.881440 2.205089 -0.1663 -0.5956 0.2099
C 0.752121 -2.754213 3.364745 -0.3741 -1.6906 -0.0826
O 1.741076 -1.665422 3.427433 -2.6751 2.5172 -0.8586
B 1.114024 -0.347098 3.086120 0.4505 -0.3969 1.8001
O 1.120108 0.762973 4.060597 -0.7133 -3.4642 -1.2097
C 0.375243 -0.151786 1.590475 -1.6901 0.7353 -2.5615
C 1.391239 -0.251343 0.310148 -3.3943 0.0984 -1.7517
C 3.031035 -0.503127 0.443441 -1.0313 0.1487 -0.9130
C 3.689526 0.996950 0.658870 -0.4191 -0.2368 0.2050
C 5.318596 1.055322 0.491921 0.0432 1.1674 -0.4918
C 5.951782 -0.022627 -0.567969 0.6125 0.4682 0.7980
N 5.417468 0.151595 -1.993156 0.6348 -1.1580 0.8303
C 0.745487 -0.089208 -1.184435 -1.7042 0.3829 2.8716
C 1.598437 -0.192740 -2.613829 0.2179 -0.8306 0.5285
C 1.469288 -1.733643 -3.251276 -2.7563 -0.6026 -5.0194
O 0.816577 -1.961365 -4.398268 3.8071 1.6812 7.0133
C -0.860755 0.212632 -1.284519 0.1920 0.0146 -0.9290
C -1.501483 0.377661 -2.782848 -4.1051 0.8165 2.7813
C -3.097653 0.706162 -2.877679 3.9083 -0.6714 1.6784
N -4.000385 0.860338 -1.635122 3.1083 -0.2886 0.0140
C -5.445830 1.217397 -1.993361 -1.3785 -0.3973 -1.5915
O -5.745486 2.674016 -1.784088 5.3503 -2.7464 2.0381
O -6.891404 2.987570 -2.318205 -4.1193 0.4105 -3.2354
C -3.473258 0.719110 -0.191387 2.3611 -0.9030 -4.2909
B -4.626917 0.962872 0.939756 -2.5840 -0.7919 2.5609
C -4.796997 2.383613 1.804500 -0.0624 0.0326 0.1555
O -5.616159 -0.108566 1.286652 2.0085 3.4777 0.1780
C -1.897606 0.367473 0.006451 -0.2841 0.0069 0.1837
C -1.268437 0.151666 1.487171 4.5445 -0.4400 -2.9579
Br -2.162926 0.185095 3.255802 0.6107 -0.0198 -2.3240
H 0.449354 -4.864688 2.476885 1.2292 2.2275 -0.5986
H 2.197930 -4.224672 2.182927 -2.2495 0.9705 0.1856
H 0.749679 -3.550973 1.120755 0.6461 -0.4614 2.2269
H -0.327959 -2.329008 3.194198 1.9513 -0.8630 0.3502
H 0.786966 -3.305948 4.417983 -0.1193 1.3006 -2.2632
H 0.925498 0.389639 4.974990 0.8582 0.6136 -1.5715
H 3.320250 -1.280870 1.268421 -0.8532 1.6702 -1.3248
H 3.341681 -1.004222 -0.594766 -0.6113 1.3292 2.2841
H 3.124019 1.730783 -0.086075 1.4038 -1.5820 1.5342
H 3.410464 1.329440 1.757042 0.5023 -0.5638 -2.2253
H 5.566830 2.136229 0.049848 -0.5423 -2.3024 0.9676
H 5.839177 1.044075 1.561742 -1.0619 -0.3936 -2.4001
H 7.112489 0.206617 -0.629040 -2.3277 -0.8542 0.5992
H 5.730736 -1.112472 -0.184532 0.6939 2.1296 -0.7640
H 6.200894 0.563139 -2.551135 -1.2052 -0.7489 0.4432
H 5.210426 -0.823794 -2.342720 0.6299 1.6533 0.1696
H 2.752786 0.013790 -2.432037 -2.3923 -0.4046 -0.1239
H 1.248646 0.583695 -3.416448 0.4536 -1.6202 1.6648
H 1.987117 -2.676507 -2.738659 -1.0169 2.1502 -0.7557
H -0.885852 0.283827 -3.800146 -1.5514 0.1068 2.6335
H -3.547789 0.838184 -3.975661 0.7338 -0.2648 3.0317
H -6.247523 0.510140 -1.509243 1.7577 1.4947 -0.3402
H -5.606302 1.077447 -3.170422 0.7637 0.0095 2.5097
H -6.798924 2.968671 -3.327889 0.1026 0.2004 1.6202
H -4.142776 3.255905 1.377761 -1.3120 -1.5957 1.0087
H -4.505636 2.162574 2.936885 -0.4616 0.5474 -2.4175
H -5.939215 2.713885 1.832940 2.4118 -0.6558 -0.2354
H -6.168130 0.255246 2.063365 1.1747 -0.8179 -1.8382



No. 3
55
Properties=species:S:1:pos:R:3:forces:R:3 method="wB97M-V/def2-TZVPD" e_lumo_ha=0.07933 total_charge=-1 homo_ev=-4.42 e_tot_ha=-1483.48247
O 0.515097 0.266925 -6.863397 0.0471 0.9205 -1.9444
C 0.456774 1.553035 -7.555164 0.0851 1.4264 0.8724
C 0.374508 1.026368 -8.962791 0.0867 -0.3145 1.0652
H 1.370254 2.126187 -7.351758 -0.2736 0.0720 0.0830
H -0.429947 2.129759 -7.261482 0.3019 -0.0973 -0.0313
C 0.435920 -0.310878 -8.204477 0.1822 -1.4776 -0.6136
H 1.253605 1.295385 -9.538633 -0.1158 -0.2886 -0.3374
H -0.555366 1.278245 -9.439656 -0.2524 -0.0946 -0.4240
C 1.730430 -1.038299 -8.525026 0.1211 -0.5691 0.1583
H 2.588775 -0.370306 -8.361213 -0.2762 -0.1544 -0.0551
H 1.759437 -1.401235 -9.564872 -0.1252 0.1946 0.2562
H 1.850256 -1.908136 -7.865247 0.0173 0.1817 -0.0850
C -0.812496 -1.169999 -8.211290 -0.1266 -0.3329 -0.0179
H -1.667542 -0.600874 -7.826801 0.1902 0.0170 -0.1609
H -0.660143 -2.005501 -7.516928 -0.0182 0.0933 -0.1230
H -1.078126 -1.580759 -9.191482 0.1779 0.1084 0.0378
Cd 0.078173 0.021672 0.247417 0.2602 -0.3912 0.4107
C -2.599883 -0.620886 0.812101 0.0804 0.6222 -0.2201
C -2.023133 0.698622 0.854375 -0.4001 -0.5534 -0.1011
C -1.931632 1.165842 -0.513350 -0.8325 -0.3691 -0.7027
H -1.901902 1.328301 1.738435 0.1990 -0.3793 -0.2766
C -2.551514 0.170659 -1.341609 -0.0014 -0.1228 0.3179
C -2.915590 -0.929031 -0.530150 -0.0600 0.9473 0.2248
H -3.424632 -1.823182 -0.874936 0.2355 0.0616 0.0505
H -2.802969 -1.236874 1.684152 0.1647 0.1341 -0.2068
H -1.690576 2.181768 -0.826711 -0.0407 -0.2491 0.1684
H -2.773425 0.246428 -2.411485 0.3099 -0.0926 0.6059
C 1.322111 -2.386176 1.142281 0.3127 -0.0479 -0.9375
C 0.585476 -3.144998 0.195929 0.6765 0.4333 -0.1285
C 0.776950 -2.583535 -1.090564 0.2384 0.1889 0.3313
H -0.017956 -4.025887 0.414153 0.1368 0.3045 -0.0274
C 1.609200 -1.424420 -0.958783 -0.0837 -0.6518 -0.1850
C 1.995863 -1.327893 0.432476 -0.5113 -0.7254 0.6773
H 2.806703 -0.718273 0.827806 -0.3771 0.0206 -0.0812
H 1.396547 -2.596666 2.207437 -0.0822 0.2497 -0.3360
H 0.456225 -3.024622 -2.036715 -0.1725 0.3761 0.3447
H 2.070886 -0.864508 -1.772113 -0.1208 -0.1640 0.2350
O 1.511093 0.840078 -3.718099 -1.6545 1.0866 0.4172
C 0.280861 0.041864 -3.721279 0.3047 -0.8299 0.1270
C -0.874259 0.918807 -4.221790 0.0429 0.5789 0.3371
H 0.082927 -0.370811 -2.708645 0.1299 0.3817 -0.5877
H 0.433293 -0.817012 -4.404048 0.1501 0.4930 0.3302
C -0.142447 2.174707 -4.692585 0.9993 -0.7911 -0.7593
H -1.515281 1.246137 -3.404639 -0.0443 -0.3761 0.0009
H -1.469393 0.384649 -4.973749 0.1434 0.3583 0.0689
C 1.015662 2.217536 -3.677633 -0.1806 -0.1235 -0.0739
H -0.756783 3.061204 -4.888841 0.1574 -0.0666 0.5046
H 0.341295 1.877991 -5.626285 -0.1609 0.6419 0.8628
H 0.609613 2.520534 -2.685229 0.4103 -0.4617 -0.2289
H 1.840197 2.904009 -3.926849 -0.2315 -0.3948 -0.0417
F 1.158496 1.535404 1.925054 -0.2827 -0.2029 0.6846
B 0.641666 0.958142 3.179188 -0.1591 -0.8974 -0.7739
F -0.371733 1.750237 3.680242 0.0790 0.1444 -0.0122
F 0.056959 -0.332692 2.752356 0.5915 1.1387 0.6488
F 1.671075 0.764756 4.086203 -0.2482 0.0439 -0.3484



No. 4
65
Properties=species:S:1:pos:R:3:forces:R:3 method="wB97M-V/def2-TZVPD" e_lumo_ha=0.06080 total_charge=-1 homo_ev=-4.86 e_tot_ha=-6545.91579
C -1.183378 -6.082591 -0.453727 1.0110 -0.7004 0.2449
C -0.118026 -5.202932 -1.333706 -0.0717 -0.2450 -1.5179
C -0.805443 -3.867417 -2.071491 1.4018 -2.3859 0.4007
N -1.336884 -2.958603 -0.994023 -0.6323 1.0524 -2.3516
Si -2.162484 -1.494181 -1.610350 0.4866 -0.9900 4.6825
O -2.349948 -0.362452 -0.287252 2.0035 -1.2015 -2.5507
Si -0.851376 0.372811 0.235282 0.1582 1.6127 1.8098
C -1.171141 0.910333 2.101855 -1.6006 0.5018 0.4033
C -1.477079 -0.357669 3.092870 1.2923 -0.2143 0.3489
C -2.554347 -0.061953 4.293160 0.8785 0.3081 -0.1538
Cl -3.009677 -1.750476 5.006969 0.1164 1.3708 -0.4312
C -0.503489 2.084242 -0.665013 0.3780 0.9666 -0.0322
C 0.730327 2.024281 -1.734735 -0.1791 0.5460 -1.9732
O 2.019091 2.554449 -1.230413 -0.0717 0.3110 -2.3502
C 2.966372 2.774228 -2.362820 0.4025 -0.4441 -1.0293
C 3.606547 1.377931 -2.961626 -0.1297 -1.1453 -0.4239
C 0.677685 -0.787064 0.306735 6.4861 -5.3244 0.1616
O 0.583077 -1.864412 1.134400 -0.6682 5.2429 -3.2235
O 1.958517 -0.627595 -0.393694 -6.6777 0.3329 2.7489
P -4.254092 -2.148518 -2.091928 -3.2821 1.3393 0.1750
O -5.244328 -1.604502 -0.731275 3.2434 -2.2049 0.0153
Br -4.442678 -4.406497 -2.069031 0.3542 0.5017 0.4154
C -1.480222 -0.763262 -3.248297 1.1988 1.8300 -2.2963
F -1.775212 0.719207 -3.216056 1.0622 -3.9776 -0.3154
F -0.040049 -0.982781 -3.502241 -4.2005 0.8421 0.6926
C -2.271205 -1.297102 -4.617872 0.8332 0.9724 -2.9726
F -3.555237 -0.564275 -4.861605 4.3299 -3.0911 0.8795
F -2.386141 -2.768936 -4.700874 -0.0918 5.0819 0.3696
F -1.369074 -0.883191 -5.757140 -3.1746 -1.5391 3.3543
H -0.997455 -7.225974 -0.731261 -0.5103 2.4063 0.7140
H -0.904671 -5.959032 0.683169 -0.9128 -0.2115 -2.2052
H -2.312634 -5.857214 -0.659286 2.2402 -0.2174 0.4009
H 0.220811 -5.897728 -2.241706 -0.6286 1.4874 1.8433
H 0.870748 -4.930952 -0.747982 -2.3190 -0.3361 -1.0175
H -1.601828 -4.301867 -2.809422 1.2294 0.8620 1.3293
H 0.064746 -3.413013 -2.723566 -1.8922 -0.3664 1.5741
H -2.011655 -3.422793 -0.348855 0.9589 0.1286 -0.7029
H -2.174951 1.552378 2.054103 1.8860 -1.1106 0.0217
H -0.343315 1.654888 2.496309 -1.8648 -1.8876 -1.0529
H -1.742513 -1.332723 2.458467 0.3302 2.2469 1.5335
H -0.440894 -0.621935 3.623424 -2.3144 0.3632 -1.1579
H -3.541863 0.470057 3.957476 1.9475 -1.1658 0.6148
H -2.048760 0.513937 5.205701 -1.2055 -1.1813 -2.1625
H -1.507114 2.506842 -1.153519 2.2979 -0.9485 0.7783
H -0.205925 2.891068 0.158373 -0.5706 -1.7827 -1.6051
H 0.956612 0.972551 -2.192251 -0.6864 1.7427 1.2097
H 0.428288 2.721830 -2.652515 0.5285 -1.3238 1.7302
H 2.439226 3.321759 -3.282379 0.7628 -1.0445 2.0915
H 3.877741 3.464415 -2.062529 -2.1707 -1.3657 0.0007
H 4.762561 1.256133 -2.770273 -2.3017 0.4864 -0.2386
H 3.099436 0.404032 -2.498897 0.9421 2.2763 -0.6825
H 3.448602 1.285826 -4.139081 0.3129 0.3993 2.4694
H -4.737236 -1.977415 0.073574 -1.3716 1.1742 -1.3782
Cl 0.970057 1.967640 4.326793 0.3960 0.0413 0.2425
C 2.126380 3.207292 3.992938 0.3410 0.5612 0.2680
C 2.801086 3.295783 2.769655 0.0793 -0.0995 -0.1912
Cl 2.529350 2.181408 1.477614 0.0232 0.0278 0.5877
C 3.733194 4.317846 2.562674 0.0080 0.3317 0.5291
C 3.989814 5.250025 3.570016 -0.1942 -0.2816 -0.0667
C 3.313815 5.164942 4.786336 -0.1149 -0.2163 -0.1277
C 2.384099 4.145128 4.997874 0.2965 0.2589 -0.2022
H 4.264007 4.393430 1.616478 -0.2242 -0.1805 0.1380
H 4.716595 6.042086 3.405226 -0.1241 -0.1498 -0.0075
H 3.510763 5.892245 5.570650 -0.0674 -0.1572 -0.1108
H 1.862777 4.086032 5.950568 0.0363 -0.1164 -0.2478